(1)
{
  "formula": "C33H70N5O7PrS2Si4",
  "method": "ωB97M-V with the def2-TZVPD basis set",
  "species": ["Pr", "O", "C", "O", "C", "O", "O", "N", "C", "C", "C", "N", "H", "H", "H", "H", "H", "H", "H", "H", "H", "H", "O", "H", "H", "C", "C", "C", "C", "C", "C", "C", "S", "C", "O", "H", "H", "H", "H", "H", "H", "H", "H", "H", "H", "C", "Si", "C", "C", "Si", "Si", "C", "C", "C", "Si", "C", "C", "C", "H", "H", "H", "H", "H", "H", "H", "H", "H", "H", "H", "H", "H", "H", "H", "H", "H", "H", "H", "H", "H", "H", "H", "H", "H", "H", "H", "O", "S", "C", "C", "C", "C", "H", "H", "H", "H", "H", "H", "H", "H", "C", "C", "N", "C", "N", "C", "C", "C", "N", "C", "H", "H", "H", "H", "H", "H", "H", "H", "H", "H", "H", "H", "H"],
  "coordinates": [[-0.99, 0.34, -0.01], [-3.82, 2.68, -0.61], [-3.40, 1.58, -0.20], [-2.73, 1.39, 0.85], [-3.61, 0.35, -1.10], [-4.34, 0.40, -2.08], [-2.90, -0.68, -0.78], [0.53, 2.58, -0.60], [1.84, 3.15, -0.26], [3.00, 2.17, -0.46], [2.94, 0.95, 0.46], [1.93, -0.03, 0.07], [0.46, 2.44, -1.61], [-0.19, 3.27, -0.37], [1.81, 3.43, 0.79], [2.06, 4.05, -0.86], [3.93, 2.71, -0.24], [3.06, 1.85, -1.50], [2.68, 1.28, 1.47], [3.94, 0.49, 0.50], [1.92, -0.75, 0.79], [2.21, -0.48, -0.80], [-2.70, -1.58, 1.66], [-2.99, -1.54, 0.72], [-3.17, -0.86, 2.09], [4.88, -4.26, -2.74], [3.69, -4.08, -1.85], [3.78, -4.29, -0.48], [2.69, -4.08, 0.34], [1.49, -3.66, -0.21], [1.38, -3.47, -1.58], [2.47, -3.69, -2.39], [0.12, -3.09, 0.85], [-1.06, -4.43, 0.41], [-0.36, -1.91, 0.07], [5.79, -4.33, -2.16], [4.97, -3.42, -3.43], [4.77, -5.17, -3.33], [4.72, -4.61, -0.06], [2.76, -4.23, 1.41], [0.44, -3.10, -1.98], [2.37, -3.56, -3.46], [-1.10, -4.53, -0.67], [-2.02, -4.12, 0.79], [-0.74, -5.35, 0.87], [2.22, -0.38, 5.76], [1.60, -1.02, 4.05], [3.26, -1.31, 3.10], [1.09, -2.84, 4.44], [-0.13, 0.38, 2.91], [0.66, 2.59, 3.76], [0.37, 3.14, 5.58], [-0.27, 3.95, 2.77], [2.56, 2.96, 3.59], [-1.85, -0.08, 4.67], [-3.28, 1.12, 4.24], [-1.51, 0.17, 6.55], [-2.59, -1.86, 4.71], [2.87, -1.07, 6.27], [1.37, -0.19, 6.41], [2.75, 0.56, 5.65], [3.94, -1.95, 3.66], [3.78, -0.38, 2.91], [3.10, -1.80, 2.13], [1.93, -3.47, 4.71], [0.58, -3.30, 3.60], [0.40, -2.87, 5.28], [-0.68, 3.10, 5.83], [0.71, 4.16, 5.76], [0.90, 2.50, 6.27], [-1.33, 3.89, 3.01], [-0.19, 3.79, 1.70], [0.06, 4.96, 2.99], [3.13, 2.11, 3.94], [2.88, 3.18, 2.58], [2.86, 3.81, 4.20], [-3.12, 2.09, 4.69], [-4.26, 0.78, 4.57], [-3.34, 1.28, 3.16], [-0.91, 1.05, 6.75], [-0.98, -0.68, 6.97], [-2.44, 0.27, 7.12], [-2.69, -2.29, 3.72], [-3.57, -1.89, 5.18], [-1.94, -2.53, 5.28], [-1.75, 1.85, -2.08], [-2.96, 2.42, -2.75], [-2.70, 4.25, -2.78], [-1.98, 4.66, -4.05], [-2.47, 3.72, -5.15], [-2.46, 2.32, -4.56], [-2.19, 4.52, -1.86], [-3.72, 4.64, -2.75], [-0.90, 4.54, -3.93], [-2.19, 5.70, -4.31], [-1.84, 3.79, -6.04], [-3.49, 3.99, -5.44], [-1.46, 1.89, -4.56], [-3.15, 1.65, -5.04], [-2.68, -1.62, -5.52], [-3.09, -1.85, -4.07], [-1.97, -1.61, -3.17], [-0.81, -1.02, -3.53], [-0.08, -0.42, -2.63], [1.22, 0.01, -3.12], [1.13, 0.62, -4.52], [0.63, -0.46, -5.46], [-0.40, -1.25, -4.82], [-1.23, -2.07, -5.66], [-2.73, -0.56, -5.76], [-3.35, -2.16, -6.19], [-3.41, -2.89, -3.93], [-3.92, -1.19, -3.78], [-2.27, -1.34, -2.22], [1.92, -0.84, -3.15], [1.61, 0.75, -2.42], [2.10, 0.99, -4.85], [0.43, 1.46, -4.49], [1.47, -1.13, -5.74], [0.24, -0.02, -6.38], [-1.14, -3.12, -5.35], [-0.89, -1.98, -6.69]],
  "mulliken_charge": [0.496, -0.798, 0.834, -0.219, 0.380, -0.689, -0.772, 0.116, -0.416, -1.250, 0.340, 0.486, -0.213, 0.145, 0.022, 0.379, 0.542, 0.386, -0.618, 0.587, -0.852, -0.149, -0.519, 0.280, 0.148, -1.533, 0.962, -0.878, -0.755, 0.031, 0.041, -0.796, 0.671, -1.274, -0.036, 0.377, 0.347, 0.313, 0.389, 0.466, 0.239, 0.502, 0.328, 0.419, 0.402, -1.045, 0.433, -1.016, -0.974, 0.362, 0.828, -1.399, -0.924, -1.279, 0.919, -0.880, -1.285, -1.232, 0.421, 0.236, 0.256, 0.518, 0.290, -0.006, 0.417, 0.116, 0.359, 0.330, 0.445, 0.337, 0.331, -0.086, 0.482, 0.242, 0.386, 0.530, 0.324, 0.452, -0.005, 0.292, 0.330, 0.402, 0.159, 0.432, 0.336, -0.394, 0.728, -0.757, -0.527, -0.921, -0.011, 0.221, 0.453, 0.197, 0.453, 0.370, 0.370, -0.560, 0.469, -0.322, -0.476, 0.410, -1.275, 1.543, -0.074, -0.763, -0.832, 0.677, -1.114, -0.027, 0.482, 0.431, 0.188, -0.096, 0.227, -0.934, 0.526, 0.030, 0.334, 0.474, 0.264, 0.537],
  "de_lowest_ev": 1.311,
  "orbital_gap_ev": [7.0841, 7.0709],
  "charge": 0,
  "molar_mass_g_mol": 966.3,
  "e_homo_ev": [-6.930, -6.917],
  "multiplicity": 3
}


(2)
{
  "formula": "C5H7BrN4O2",
  "method": "ωB97M-V with the def2-TZVPD basis set",
  "species": ["C", "N", "C", "C", "N", "O", "O", "C", "Br", "N", "N", "C", "H", "H", "H", "H", "H", "H", "H"],
  "coordinates": [[2.19, 0.91, -0.25], [0.84, 1.04, 0.13], [-0.19, 0.16, 0.10], [-1.61, 0.52, 0.12], [-2.06, 1.82, 0.04], [-3.23, 2.10, -0.08], [-1.22, 2.72, 0.18], [-2.21, -0.81, -0.06], [-4.02, -1.08, 0.08], [-1.35, -1.77, -0.11], [-0.16, -1.20, 0.04], [0.97, -2.16, 0.12], [2.37, 0.69, -1.31], [2.70, 1.99, -0.05], [2.61, 0.21, 0.51], [0.36, 1.85, -0.04], [1.89, -1.87, -0.35], [1.36, -2.08, 1.19], [0.76, -3.05, -0.26]],
  "mulliken_charge": [-0.999, -0.160, 0.332, 0.209, 0.986, -0.593, -0.733, -0.025, -0.095, -1.012, 0.803, -0.973, 0.294, 0.293, 0.355, 0.260, 0.333, 0.339, 0.386],
  "de_lowest_ev": 0.948,
  "orbital_gap_ev": 8.8160,
  "smiles": "CNc1c([N+](=O)[O-])c(Br)nn1C",
  "charge": 0,
  "molar_mass_g_mol": 235.0,
  "e_homo_ev": -8.832
}